1.
ORCA calculation (ωB97M-V/def2-TZVPD) on a cluster of 2 separate species, C4H11FNOPS in total in a non-equilibrium geometry.

Each line ends with the Mulliken charge.
Geometry (Å):
C  -1.36  1.01  0.05  -0.8316
N  -1.19  -0.43  0.18  -0.0201
C  -2.03  -0.89  1.25  -1.1580
P  0.52  -0.75  0.46  0.0320
S  0.36  -2.84  0.68  -0.3707
C  0.80  -0.88  -1.42  -0.5174
F  2.12  -0.81  -1.79  -0.3006
H  -0.34  1.59  -0.19  0.2005
H  -2.14  1.18  -0.70  0.3239
H  -1.85  1.55  0.85  0.3588
H  -2.94  -0.86  0.81  0.4910
H  -1.86  -2.04  1.38  0.2953
H  -2.17  -0.35  2.13  0.4057
H  1.10  -3.10  1.86  0.1733
H  0.36  -1.79  -1.77  0.5179
H  0.27  -0.20  -1.94  0.4022
C  2.57  2.46  -0.49  0.0764
O  1.63  2.87  -1.10  -0.4089
H  3.62  2.75  -0.54  0.2795
H  2.55  1.53  0.30  0.0507

Properties
HOMO level in Eh: -0.3165
Electronic energy in eV: -30702.74728
E_LUMO in eV: 0.7
Energy above the lowest of the compared OMol25 structures with the same formula, charge and spin in kJ/mol: 327.7

2.
ORCA calculation (ωB97M-V/def2-TZVPD) on a cluster of 11 separate species, C44H104O19 in total in a non-equilibrium geometry.

Each line ends with the Mulliken charge.
Geometry (Å):
C  3.93  0.92  2.33  0.9247
C  4.26  -0.08  1.24  0.2507
C  4.60  -1.30  2.07  -0.0602
O  5.37  -0.78  3.16  -0.5060
C  4.96  0.58  3.39  -0.5785
H  2.93  0.71  2.72  -0.6902
H  3.93  1.96  2.01  0.1844
H  5.16  0.20  0.67  0.4181
H  3.47  -0.28  0.51  -0.6354
H  5.14  -2.06  1.50  0.3259
H  3.72  -1.84  2.44  -0.0420
H  5.84  1.21  3.32  0.3842
H  4.51  0.62  4.39  0.0382
C  0.42  2.91  5.40  0.9950
C  -0.07  4.32  5.08  -0.2332
C  -1.19  4.62  6.08  -0.6772
O  -1.13  3.53  7.00  -0.5427
C  -0.71  2.37  6.26  -0.0955
H  1.28  2.97  6.06  0.3111
H  0.53  2.33  4.49  -0.8280
H  -0.51  4.38  4.08  -0.0968
H  0.73  5.06  5.06  0.4248
H  -2.16  4.57  5.58  0.3331
H  -1.15  5.52  6.69  0.2679
H  -1.61  2.04  5.71  0.1469
H  -0.48  1.57  6.96  0.0469
C  -2.36  1.39  2.63  0.5779
C  -2.87  1.15  1.22  1.4777
C  -3.60  -0.19  1.33  -0.9388
O  -3.12  -0.82  2.49  -0.3820
C  -2.90  0.21  3.47  -0.6681
H  -2.61  2.37  3.04  0.8167
H  -1.28  1.31  2.74  -0.8287
H  -2.05  1.06  0.50  -1.1442
H  -3.58  1.90  0.88  0.7161
H  -3.43  -0.82  0.45  0.3673
H  -4.68  -0.03  1.35  0.2974
H  -2.20  -0.21  4.19  -0.0808
H  -3.83  0.54  3.94  0.4734
C  1.06  6.42  -2.40  -0.8210
O  1.54  5.34  -1.64  -0.2168
C  1.96  5.65  -0.34  -0.8732
C  2.27  4.37  0.41  -0.6794
O  1.19  3.46  0.47  0.2794
C  0.16  3.86  1.33  -0.9290
H  0.08  6.72  -2.02  0.3260
H  0.97  6.05  -3.42  0.2156
H  1.64  7.34  -2.43  0.3702
H  1.21  6.26  0.18  0.4158
H  2.85  6.30  -0.38  0.4813
H  2.71  4.53  1.40  0.4536
H  3.06  3.90  -0.19  0.2916
H  0.44  3.86  2.39  0.3011
H  -0.66  3.15  1.15  -0.2232
H  -0.25  4.84  1.06  0.5001
C  -5.83  3.46  -4.62  -0.9622
O  -4.68  3.55  -3.83  -0.2698
C  -4.43  2.47  -2.97  -0.7381
C  -3.36  2.87  -1.97  -0.0537
O  -2.17  3.15  -2.67  0.0080
C  -1.11  3.48  -1.80  -0.5505
H  -5.72  4.10  -5.50  0.2794
H  -6.69  3.76  -4.02  0.3509
H  -6.04  2.51  -5.13  0.3823
H  -4.18  1.57  -3.54  0.3016
H  -5.32  2.22  -2.37  0.4794
H  -3.19  2.02  -1.30  -0.2483
H  -3.67  3.76  -1.43  0.4010
H  -0.29  3.81  -2.45  0.1198
H  -0.80  2.59  -1.25  -0.1199
H  -1.33  4.33  -1.15  0.4213
C  0.77  -0.46  -6.69  -0.7704
O  -0.30  0.37  -6.31  -0.2802
C  0.17  1.64  -5.93  -0.5871
C  -0.95  2.61  -5.62  0.0745
O  -1.65  2.90  -6.82  -0.4687
C  -2.84  3.61  -6.55  -0.6452
H  1.19  -0.11  -7.64  0.3618
H  0.39  -1.46  -6.92  0.1585
H  1.55  -0.60  -5.93  0.3555
H  0.79  2.11  -6.71  0.4476
H  0.77  1.52  -5.02  0.2450
H  -0.52  3.53  -5.23  0.2434
H  -1.64  2.13  -4.92  0.0249
H  -2.65  4.60  -6.14  0.2914
H  -3.45  3.04  -5.85  0.1841
H  -3.35  3.72  -7.51  0.3600
C  0.03  -4.78  -5.99  -0.5177
O  -1.28  -4.90  -5.45  -0.3786
C  -2.14  -3.83  -5.83  -0.0680
C  -3.49  -4.09  -5.24  -0.5944
O  -4.07  -5.22  -5.84  -0.3269
C  -5.17  -5.68  -5.09  -0.7279
H  0.55  -5.72  -5.93  0.2620
H  0.56  -3.94  -5.52  0.0678
H  -0.13  -4.55  -7.05  0.3376
H  -2.19  -3.82  -6.93  0.4502
H  -1.69  -2.90  -5.46  0.0858
H  -4.08  -3.17  -5.37  0.3658
H  -3.42  -4.21  -4.15  0.2131
H  -5.56  -6.56  -5.61  0.2591
H  -5.98  -4.94  -5.04  0.2893
H  -4.87  -5.99  -4.09  0.3021
C  0.11  -1.87  6.10  -1.2487
O  0.89  -0.99  5.32  0.2759
C  2.25  -0.98  5.71  0.2803
C  2.58  0.08  6.73  -0.5516
O  1.80  -0.03  7.90  -0.2534
C  2.04  0.87  8.93  -0.7879
H  0.19  -2.91  5.76  0.4189
H  -0.95  -1.64  6.00  0.3876
H  0.37  -1.81  7.16  0.3684
H  2.77  -0.71  4.79  -0.7141
H  2.60  -1.98  5.98  0.4494
H  2.53  1.07  6.28  0.0725
H  3.62  0.00  7.08  0.5193
H  1.27  0.73  9.69  0.2723
H  2.00  1.92  8.62  0.3000
H  3.00  0.69  9.44  0.3030
C  0.13  -0.86  2.25  1.4286
O  0.80  -0.89  1.03  1.7701
C  0.37  0.15  0.16  0.1874
C  0.81  0.00  -1.27  -0.8205
O  0.11  -1.08  -1.82  -0.0092
C  0.60  -1.44  -3.10  -0.3914
H  0.23  0.06  2.84  -1.3874
H  0.55  -1.65  2.87  0.2737
H  -0.95  -1.05  2.20  -1.2632
H  0.79  1.09  0.53  0.0154
H  -0.73  0.21  0.20  -0.6972
H  1.91  0.00  -1.33  0.3040
H  0.49  0.92  -1.78  -0.0402
H  1.65  -1.72  -3.01  0.2429
H  0.49  -0.62  -3.82  0.0509
H  -0.05  -2.23  -3.47  -0.0965
C  2.49  -4.35  1.02  -0.5309
O  3.45  -4.08  0.04  -0.4482
C  2.90  -3.41  -1.07  0.2526
C  3.99  -3.20  -2.13  -0.7868
O  4.64  -4.42  -2.37  -0.3321
C  5.79  -4.24  -3.18  -0.7782
H  3.01  -4.69  1.92  0.3751
H  1.88  -5.21  0.71  0.5698
H  1.81  -3.54  1.29  -0.2168
H  2.66  -2.38  -0.74  -0.0139
H  1.97  -3.87  -1.41  0.1277
H  4.65  -2.42  -1.74  0.3989
H  3.49  -2.91  -3.06  0.3971
H  6.48  -3.59  -2.65  0.3135
H  5.52  -3.80  -4.15  0.2880
H  6.16  -5.23  -3.47  0.2542
C  -0.57  -3.94  -0.98  0.0660
O  -1.78  -3.98  -0.29  -0.4795
C  -1.67  -3.61  1.07  0.5347
C  -0.99  -4.73  1.85  -0.2771
O  -1.34  -4.75  3.23  -0.5587
C  -0.89  -3.60  3.91  -0.7240
H  -0.01  -3.01  -0.80  -0.4220
H  -0.78  -3.94  -2.05  0.2984
H  0.12  -4.77  -0.81  0.3138
H  -2.61  -3.29  1.53  0.4269
H  -1.06  -2.70  1.16  -0.5874
H  0.10  -4.64  1.82  0.0600
H  -1.28  -5.71  1.46  0.2964
H  0.20  -3.50  3.87  0.1966
H  -1.24  -3.60  4.94  0.5118
H  -1.31  -2.67  3.51  0.3564

Properties
HOMO level in Eh: -0.3310
Electronic energy in eV: -86204.81729
E_LUMO in eV: 0.4
Energy above the lowest of the compared OMol25 structures with the same formula, charge and spin in kJ/mol: 0.0

3.
ORCA calculation (ωB97M-V/def2-TZVPD) on the molecule C18H18N4O3S2 in a non-equilibrium geometry.

Each line ends with the Mulliken charge.
Geometry (Å):
C  -3.84  -3.37  -0.16  -1.5870
C  -4.17  -1.92  -0.37  0.9340
C  -5.42  -1.58  -0.87  -0.8215
C  -5.77  -0.26  -1.08  -0.8589
C  -4.88  0.75  -0.77  -0.5863
C  -3.63  0.43  -0.27  0.2960
N  -2.72  1.44  0.09  0.0236
C  -2.64  2.68  -0.44  0.5872
O  -3.32  3.12  -1.34  -0.6206
C  -1.56  3.55  0.23  -0.8597
S  0.13  3.14  -0.34  -0.1352
C  0.51  1.90  0.78  0.6192
N  -0.27  1.37  1.68  -0.1651
N  0.47  0.44  2.33  -0.9235
C  1.64  0.44  1.80  0.8406
C  2.80  -0.43  2.14  -0.8484
N  3.97  -0.10  1.36  -0.1738
C  4.32  -0.88  0.30  0.5909
O  3.77  -1.93  0.05  -0.6569
C  5.44  -0.37  -0.51  0.2151
C  5.99  -1.00  -1.59  -0.4580
C  7.04  -0.28  -2.17  -0.4188
C  7.28  0.90  -1.54  -0.3929
S  6.23  1.15  -0.21  -0.2137
O  1.74  1.35  0.79  -0.3019
C  -3.25  -0.91  -0.07  0.8942
C  -1.87  -1.22  0.43  -1.5313
H  -3.02  -3.68  -0.81  0.3546
H  -4.70  -3.99  -0.38  0.3868
H  -3.55  -3.55  0.88  0.3590
H  -6.13  -2.36  -1.10  0.3302
H  -6.74  -0.01  -1.48  0.3890
H  -5.14  1.78  -0.93  0.4157
H  -2.04  1.20  0.81  0.2241
H  -1.72  4.58  -0.08  0.3963
H  -1.57  3.45  1.31  0.3929
H  3.01  -0.34  3.21  0.3410
H  2.55  -1.47  1.91  0.3366
H  4.37  0.81  1.47  0.2677
H  5.63  -1.96  -1.93  0.4605
H  7.60  -0.62  -3.03  0.4032
H  8.02  1.64  -1.77  0.4387
H  -1.66  -2.28  0.36  0.4160
H  -1.75  -0.92  1.47  0.3344
H  -1.13  -0.69  -0.17  0.3058

Properties
HOMO level in Eh: -0.3050
Electronic energy in eV: -52732.01211
E_LUMO in eV: 0.1
Energy above the lowest of the compared OMol25 structures with the same formula, charge and spin in kJ/mol: 36.1